{
  "formula": "C31H71BrNO32P7",
  "method": "ωB97M-V/def2-TZVPD",
  "symbols": ["Br", "P", "P", "P", "P", "P", "P", "P", "O", "O", "O", "O", "O", "O", "O", "O", "O", "O", "O", "O", "O", "O", "O", "O", "O", "O", "O", "O", "O", "O", "O", "O", "O", "O", "O", "O", "O", "O", "O", "O", "N", "C", "C", "C", "C", "C", "C", "C", "C", "C", "C", "C", "C", "C", "C", "C", "C", "C", "C", "C", "C", "C", "C", "C", "C", "C", "C", "C", "C", "C", "C", "C", "H", "H", "H", "H", "H", "H", "H", "H", "H", "H", "H", "H", "H", "H", "H", "H", "H", "H", "H", "H", "H", "H", "H", "H", "H", "H", "H", "H", "H", "H", "H", "H", "H", "H", "H", "H", "H", "H", "H", "H", "H", "H", "H", "H", "H", "H", "H", "H", "H", "H", "H", "H", "H", "H", "H", "H", "H", "H", "H", "H", "H", "H", "H", "H", "H", "H", "H", "H", "H", "H", "H"],
  "positions_angstrom": [[8.441624, -7.405614, -3.343249], [11.969121, -5.287316, -1.174886], [-5.390516, 3.444670, 2.758290], [-0.182362, -0.475936, 2.004842], [-10.427631, 3.462226, 7.284377], [1.238810, 3.841235, 4.970835], [2.941646, 1.577972, -3.909764], [-8.685667, 1.906995, -2.362018], [-10.731178, 4.878370, 8.205410], [1.787963, 4.472683, 6.474693], [0.634245, 3.360429, 3.440837], [13.462977, -5.223073, -1.864240], [-6.548334, 3.248644, 1.607025], [12.605043, -4.673622, 0.303108], [-1.787640, -0.094582, 2.490643], [3.510977, 1.049438, -2.457751], [3.945404, -4.502376, -3.541399], [-0.541090, -0.282511, 0.541525], [-9.318020, 1.815639, -0.982806], [3.169884, -6.720502, -7.581705], [-8.940907, 3.602473, -2.399636], [8.597991, -4.364826, -5.057814], [-6.000231, 3.357634, 4.147199], [1.062960, 2.446846, 5.548050], [-10.092755, 1.964432, 6.502105], [11.287253, -5.744178, -2.679869], [-9.834246, 1.710561, -3.524792], [11.727109, -6.660936, -0.574076], [1.448617, -0.815596, 1.602105], [2.745669, 4.005395, 4.329887], [3.368128, 3.014957, -4.154747], [-5.055084, 1.756760, 2.721892], [-5.612164, 5.144357, 2.688653], [1.474984, 2.060840, -3.165194], [4.334895, 0.952383, -4.703843], [-11.383733, 3.893660, 6.186271], [-8.904043, 3.991657, 6.963572], [-8.389161, 0.210655, -2.369758], [-0.411099, -2.047213, 2.439396], [2.517421, -2.807443, -6.501269], [4.018334, -4.552407, -6.863686], [-5.478151, 5.766218, 1.410974], [-7.547610, 2.251049, 1.777070], [1.751628, 5.897747, 6.563044], [1.591756, -4.880038, -5.624736], [11.533869, -4.879685, -3.789624], [4.834013, 1.374544, -2.066251], [4.776671, -5.058204, -4.284927], [-8.808346, 4.254081, -3.662961], [-9.489337, 0.984025, 7.344872], [3.863904, 3.478728, 5.027444], [4.230195, -0.423401, -5.075079], [-7.440858, -0.215758, -3.348219], [4.757150, -5.682418, -9.125656], [5.031174, -4.756478, -5.819494], [2.261281, -1.404270, 2.617750], [-1.910891, 0.231767, 3.878567], [-1.563841, -2.737551, 1.984874], [6.398535, -4.723317, -6.234337], [12.658863, -3.248731, 0.372867], [-8.394555, 3.906511, 5.636962], [0.859635, 4.250661, 2.345908], [5.740176, -6.166862, -3.618553], [7.520014, -4.996394, -5.110227], [-4.111117, 1.366972, 1.722035], [7.106612, -6.122671, -4.028626], [-9.827143, 5.167679, 9.270541], [2.727194, -4.040949, -6.350935], [-10.831368, 0.713869, -3.361499], [0.758885, 1.067330, -2.426915], [3.873266, -5.709885, -7.773090], [14.567654, -5.810135, -1.194781], [-2.968349, 0.355446, 4.115025], [1.168101, 0.994779, -1.417220], [11.645916, -2.839816, 0.386476], [5.027896, -4.611639, -9.423067], [-10.197373, 0.671967, 8.116463], [-8.953262, 5.692461, 8.877271], [-8.486008, 2.626113, 1.364684], [-9.187722, 3.886183, 4.886873], [5.742480, -6.209441, -8.848952], [-4.045615, 0.279824, 1.708556], [4.580374, 3.101865, 4.294120], [13.168782, -2.964252, 1.293222], [-1.289330, -3.777489, 1.794195], [-8.584946, 1.383144, 7.813441], [-4.673706, 5.306640, 0.833557], [5.191342, -0.751940, -5.471452], [0.813772, 0.096731, -2.923006], [1.856053, 4.078609, 1.932892], [-9.515759, 4.253746, 9.779941], [-7.702775, 1.989937, 2.825718], [11.510900, -3.832325, -3.483623], [-7.402449, -1.305003, -3.344262], [-0.285619, 1.373450, -2.351633], [0.715693, 6.243573, 6.548634], [15.236456, -6.238383, -1.944775], [-2.324586, -2.719113, 2.767873], [-9.744865, 4.169449, -4.219080], [14.264084, -6.597081, -0.502210], [5.492490, 0.534252, -2.295981], [2.027957, -0.985501, 3.598263], [-11.766605, 1.090942, -3.781213], [4.843332, 1.535617, -0.985645], [2.109408, -2.486161, 2.627347], [2.303022, 6.349224, 5.733154], [-7.734887, 0.127067, -4.344586], [-7.758855, 4.774462, 5.454323], [-1.387448, 1.167607, 4.087147], [2.213561, 6.199968, 7.502732], [-7.989738, 3.823423, -4.242459], [3.588511, 2.666003, 5.701838], [5.204986, 2.274282, -2.560421], [-7.784164, 3.008606, 5.546109], [-1.972533, -2.306922, 1.068983], [3.308656, -1.206883, 2.383410], [-6.421364, 5.688838, 0.865074], [-4.429151, 1.717913, 0.735539], [0.124723, 4.038799, 1.567601], [1.184176, -5.653148, -6.379753], [4.340753, 4.279085, 5.596423], [15.110354, -5.034638, -0.650593], [-10.539135, -0.179742, -3.916535], [-3.130311, 1.779282, 1.961211], [-7.258977, 1.359120, 1.218476], [-9.222599, 0.119293, 6.737269], [-5.253710, 6.823792, 1.560114], [3.467905, -0.540900, -5.847143], [3.973438, -1.037432, -4.206643], [-10.993688, 0.455556, -2.313684], [13.209562, -2.841851, -0.480312], [-10.328534, 5.823313, 9.984691], [0.692014, -4.237972, -5.316461], [-6.451470, 0.175908, -3.100861], [4.241435, -6.261752, -9.971226], [-8.606867, 5.312380, -3.489434], [-1.497422, -0.567444, 4.499783], [1.935320, -5.474385, -4.718811], [12.504380, -5.118967, -4.231374], [0.760148, 5.291235, 2.659843], [5.366265, -6.919535, -2.856459], [6.707445, -4.537382, -7.323685], [10.763682, -5.049997, -4.540921]],
  "forces_ev_per_angstrom": [[-1.255, 1.570, -0.713], [4.184, -8.902, 1.089], [-8.838, -1.492, 4.228], [-3.188, -4.914, -7.884], [-0.013, 5.074, -8.610], [4.850, -8.520, 1.299], [4.867, 7.444, 4.118], [-8.907, -1.289, 4.684], [0.419, -3.118, 1.756], [-2.427, 1.905, -1.646], [-0.855, 3.239, 1.329], [-0.926, 0.764, -0.879], [1.152, 1.251, -0.361], [-2.289, 2.097, -1.520], [2.754, 1.467, 1.974], [-1.307, -0.520, -0.123], [2.198, -1.491, -2.847], [0.441, 1.130, 1.112], [1.674, 0.152, -0.556], [1.794, 3.710, 0.068], [3.110, -1.235, -1.594], [-3.787, -2.345, -0.363], [1.880, 0.224, -0.797], [-0.979, 1.492, -0.184], [-0.695, -0.373, 3.367], [-0.479, 3.414, 1.433], [0.953, 1.123, -0.586], [-0.853, 1.661, -0.100], [-0.724, 1.900, 3.084], [-1.042, 0.696, -0.935], [-0.856, -1.370, -0.853], [2.641, 2.019, -0.883], [3.052, -1.423, -1.341], [0.174, -2.929, -2.284], [-2.930, -1.459, -0.868], [-0.069, -1.039, 1.614], [-0.570, 0.153, 1.749], [2.878, 1.693, -1.114], [1.306, 0.448, 0.672], [1.108, -4.405, 0.337], [-0.791, -1.177, 1.591], [-0.208, 0.498, -0.343], [-0.256, -0.787, -0.157], [0.146, 0.376, 0.220], [-0.417, -1.038, -0.787], [0.101, -0.017, -0.797], [0.546, -0.314, -0.122], [-0.893, -0.010, 2.244], [-0.201, 0.544, -0.320], [0.211, -0.298, -0.043], [0.466, 0.251, 0.503], [0.143, -0.334, -0.164], [0.111, -0.336, -0.178], [0.295, 0.417, 0.973], [3.643, -0.030, -1.358], [0.546, -0.360, 0.162], [-0.346, 0.137, 0.493], [-0.638, -0.073, 0.283], [-1.899, -0.467, 1.818], [0.179, 0.298, 0.205], [0.396, -0.598, -0.464], [0.065, 0.070, -0.743], [3.140, 0.777, -1.974], [1.342, 0.763, -0.048], [0.031, -0.192, -0.313], [-3.016, 0.196, 0.324], [0.211, 0.466, 0.300], [-2.253, 4.101, 0.764], [-0.071, -0.697, -0.178], [-0.413, -0.140, 0.596], [-0.354, -3.307, -1.677], [0.458, 0.231, 0.470], [0.030, -0.026, -0.089], [-0.015, -0.152, -0.135], [0.108, 0.172, 0.106], [-0.547, -1.536, 0.353], [0.120, -0.197, -0.001], [0.008, -0.191, 0.011], [0.278, 0.108, -0.104], [-0.133, 0.001, 0.209], [-1.451, 0.649, -0.498], [-0.016, 0.114, 0.040], [-0.227, 0.117, -0.100], [-0.032, -0.091, -0.048], [0.192, 0.158, 0.090], [0.072, -0.079, 0.015], [-0.099, 0.214, -0.135], [-0.029, 0.094, 0.025], [-0.175, -0.011, 0.232], [-0.043, 0.112, 0.128], [0.109, 0.224, 0.136], [0.224, 0.146, 0.018], [-0.009, -0.022, -0.285], [-0.047, 0.074, 0.054], [0.093, -0.006, -0.133], [0.101, 0.165, 0.121], [-0.219, 0.122, -0.090], [-0.085, -0.037, -0.110], [0.130, -0.125, -0.020], [-0.174, 0.093, -0.069], [0.111, 0.096, 0.013], [0.223, -0.149, 0.002], [0.218, 0.170, -0.020], [-0.231, -0.067, -0.098], [-0.103, 0.105, 0.088], [0.035, 0.087, 0.030], [0.043, -0.062, -0.078], [-0.067, -0.113, 0.263], [-0.091, -0.033, 0.189], [-0.028, -0.105, -0.053], [-0.103, 0.228, -0.129], [-0.181, 0.088, -0.068], [-0.174, -0.045, -0.090], [-0.017, 0.157, -0.119], [0.156, 0.126, 0.058], [-0.119, 0.141, -0.018], [0.126, -0.141, -0.013], [0.000, -0.054, -0.073], [-0.044, 0.005, 0.164], [0.757, 1.110, 1.137], [0.055, -0.118, 0.065], [0.055, -0.116, 0.070], [-0.104, -0.058, 0.088], [0.009, -0.216, -0.199], [-0.151, -0.028, 0.061], [-0.040, 0.095, -0.015], [0.096, -0.116, 0.102], [0.166, -0.224, -0.012], [0.017, -0.121, -0.021], [0.168, 0.133, -0.008], [0.039, 0.096, 0.026], [-0.094, -0.144, -0.051], [1.779, -0.549, -0.574], [0.068, -0.187, -0.122], [0.700, 0.924, 1.509], [0.097, -0.121, 0.094], [-0.036, 0.022, 0.072], [-0.141, 0.864, -1.283], [0.019, 0.124, 0.181], [0.027, -0.026, -0.259], [0.346, 1.377, -1.033], [-0.430, -0.051, 2.019], [-0.043, 0.053, 0.236]],
  "mulliken_charge": [-0.105, 0.952, 0.928, 0.872, 1.002, 0.908, 1.010, 1.076, -0.311, -0.293, -0.029, -0.297, -0.212, -0.288, 0.052, -0.143, -0.462, -0.731, -0.645, -0.499, -0.253, -0.494, -0.550, -0.671, -0.276, -0.150, -0.329, -0.659, -0.132, -0.320, -0.677, -0.358, -0.349, -0.352, -0.423, -0.651, -0.323, -0.274, -0.374, -0.540, 0.449, -0.626, -0.544, -0.748, -0.839, -0.559, -0.743, 0.462, -0.634, -0.760, -0.679, -0.829, -0.762, -1.065, 0.131, -0.709, -0.847, -0.645, -0.455, -0.741, -0.611, -0.756, -0.559, 0.259, -0.695, 0.190, -0.586, 0.386, -0.641, -0.490, 0.539, -0.663, 0.284, 0.218, 0.310, 0.299, 0.309, 0.214, 0.201, 0.394, 0.273, 0.202, 0.259, 0.248, 0.249, 0.333, 0.302, 0.360, 0.261, 0.272, 0.289, 0.336, 0.318, 0.250, 0.255, 0.317, 0.260, 0.215, 0.215, 0.343, 0.249, 0.318, 0.258, 0.225, 0.229, 0.335, 0.343, 0.280, 0.259, 0.246, 0.310, 0.345, 0.347, 0.226, 0.293, 0.229, 0.221, 0.454, 0.236, 0.293, 0.239, 0.229, 0.227, 0.238, 0.210, 0.245, 0.244, 0.409, 0.317, 0.331, 0.333, 0.242, 0.316, 0.310, 0.350, 0.242, 0.383, 0.240, 0.276, 0.356, 0.375, 0.413, 0.135],
  "max_force_ha_per_bohr": 0.197,
  "e_tot_ha": -8649.06699,
  "homo_lumo_gap_ev": 6.4,
  "mol_weight_g_mol": 1266.61
}